This record from the Open Molecules 2025 dataset describes a 12-piece molecular cluster, C50H69N12O5S2 overall. The level of theory is ωB97M-V with the def2-TZVPD basis set.

CARTESIAN COORDINATES (ANGSTROEM)
1 C -2.57045 -0.93210 5.11065
2 C -1.91113 0.44939 4.52200
3 C -0.36587 0.29667 3.97673
4 C -0.44403 -0.55045 2.55245
5 S 0.68962 -0.60618 5.28917
6 O 0.41984 -2.12990 5.03301
7 O 0.15641 -0.14089 6.70047
8 N 2.37758 -0.16288 5.23668
9 S 3.43626 -1.53102 5.47321
10 O 2.97506 -2.49139 6.63826
11 O 3.49568 -2.28208 4.08781
12 C 5.21665 -1.03335 5.95352
13 C 6.35917 -1.69478 4.98275
14 O 6.34064 -3.16268 4.90128
15 H -3.74633 -0.92579 5.07577
16 H -2.15424 -1.91926 4.60423
17 H -2.27377 -1.00161 6.26296
18 H -2.58664 0.80844 3.63189
19 H -1.87653 1.29857 5.35919
20 H 0.07874 1.36428 3.73710
21 H -0.49048 0.27217 1.69135
22 H -1.45592 -1.15749 2.45105
23 H 0.47076 -1.26136 2.37748
24 H 5.39324 -1.35325 7.08950
25 H 5.28508 0.15017 5.95721
26 H 6.24298 -1.17072 3.91714
27 H 7.41679 -1.40177 5.45092
28 H 5.48219 -3.55779 5.23343
29 N -6.15330 1.03348 3.15574
30 C -5.68391 2.18261 3.73686
31 C -5.78492 3.19873 2.81301
32 C -6.34029 2.64410 1.63522
33 C -6.56066 1.30637 1.87578
34 H -6.19370 0.12629 3.60185
35 H -5.31770 2.17858 4.75475
36 H -5.49153 4.22847 2.97076
37 H -6.55682 3.16462 0.71129
38 H -6.97015 0.52711 1.24695
39 N -5.69042 -1.51692 -0.78744
40 C -5.75673 -2.51060 -1.72912
41 C -5.64883 -1.92723 -2.97179
42 C -5.50650 -0.53325 -2.77228
43 C -5.53258 -0.30818 -1.41412
44 H -5.74798 -1.65415 0.21330
45 H -5.87630 -3.54477 -1.43519
46 H -5.66912 -2.44940 -3.91956
47 H -5.39616 0.22473 -3.53699
48 H -5.45385 0.60634 -0.84157
49 N 0.04929 4.36685 1.09058
50 C 0.89630 4.01829 0.07096
51 C 1.85547 3.17405 0.58422
52 C 1.57353 3.00273 1.96059
53 C 0.45141 3.74809 2.24563
54 H -0.74823 4.98338 1.00408
55 H 0.74533 4.40108 -0.92948
56 H 2.66953 2.72864 0.02721
57 H 2.12883 2.39998 2.66757
58 H -0.09310 3.89179 3.16933
59 N -2.19931 -2.92583 -2.62654
60 C -1.35230 -3.27438 -3.64616
61 C -0.39313 -4.11863 -3.13290
62 C -0.67508 -4.28995 -1.75653
63 C -1.79719 -3.54459 -1.47149
64 H -2.99684 -2.30930 -2.71304
65 H -1.50327 -2.89159 -4.64660
66 H 0.42093 -4.56403 -3.68990
67 H -0.11977 -4.89270 -1.04955
68 H -2.34170 -3.40089 -0.54779
69 N 2.45126 2.00942 -2.70556
70 C 2.36507 2.37076 -4.02485
71 C 3.60546 2.19458 -4.59632
72 C 4.46866 1.70412 -3.58757
73 C 3.72912 1.59655 -2.43109
74 H 1.69076 2.04148 -2.03904
75 H 1.43139 2.72287 -4.44256
76 H 3.86071 2.39628 -5.62855
77 H 5.51672 1.45549 -3.69351
78 H 4.00241 1.26370 -1.43867
79 N 7.97613 4.62063 -3.86872
80 C 7.17009 3.61667 -3.39870
81 C 7.83342 2.98415 -2.37103
82 C 9.08101 3.63331 -2.21177
83 C 9.14146 4.64169 -3.14742
84 H 7.74661 5.24833 -4.62828
85 H 6.19679 3.43776 -3.83561
86 H 7.45869 2.14653 -1.79719
87 H 9.85203 3.39167 -1.49162
88 H 9.91245 5.36963 -3.36198
89 N 9.17166 5.70652 -7.16144
90 C 9.10534 4.71285 -8.10311
91 C 9.21325 5.29622 -9.34579
92 C 9.35557 6.69020 -9.14628
93 C 9.32950 6.91527 -7.78812
94 H 9.11410 5.56929 -6.16069
95 H 8.98578 3.67867 -7.80919
96 H 9.19296 4.77405 -10.29356
97 H 9.46592 7.44818 -9.91098
98 H 9.40823 7.82979 -7.21556
99 N 4.63333 4.75514 1.47120
100 C 5.94676 4.40021 1.30548
101 C 6.72832 5.45647 1.71740
102 C 5.85558 6.48231 2.15239
103 C 4.56807 6.02128 1.99209
104 H 3.83689 4.17348 1.24538
105 H 6.21207 3.42964 0.90821
106 H 7.81019 5.48461 1.70695
107 H 6.13610 7.45261 2.54136
108 H 3.61357 6.48509 2.20230
109 N -8.34104 -4.43114 -0.29073
110 C -8.53616 -5.76258 -0.03047
111 C -9.86907 -6.04452 -0.23064
112 C -10.49884 -4.84203 -0.63145
113 C -9.53142 -3.86273 -0.66302
114 H -7.45689 -3.94439 -0.22006
115 H -7.71237 -6.39338 0.27560
116 H -10.33701 -7.01203 -0.10305
117 H -11.54526 -4.70533 -0.87186
118 H -9.58830 -2.81257 -0.91660
119 N -14.67370 -4.43161 -1.60961
120 C -14.20430 -3.28248 -1.02849
121 C -14.30531 -2.26637 -1.95234
122 C -14.86068 -2.82100 -3.13013
123 C -15.08105 -4.15872 -2.88957
124 H -14.71409 -5.33880 -1.16351
125 H -13.83810 -3.28651 -0.01061
126 H -14.01192 -1.23663 -1.79459
127 H -15.07722 -2.30047 -4.05406
128 H -15.49054 -4.93798 -3.51841
129 N 4.62917 -7.59785 2.54800
130 C 5.94261 -7.95278 2.38228
131 C 6.72417 -6.89653 2.79420
132 C 5.85143 -5.87069 3.22919
133 C 4.56391 -6.33171 3.06889
134 H 3.83273 -8.17951 2.32219
135 H 6.20791 -8.92335 1.98501
136 H 7.80603 -6.86839 2.78375
137 H 6.13195 -4.90038 3.61816
138 H 3.60942 -5.86790 3.27911

The energy comes out at -102750.892 eV. The charge is -1. The calculation puts the LUMO energy at 1.450 eV. Its largest force on an atom is 6.268 eV Å⁻¹. The orbital gap is 6.87 eV. The calculation puts the HOMO energy at -5.42 eV.


This record from the Open Molecules 2025 dataset describes a 16-piece molecular cluster, C50H82N17O13 overall. The level of theory is ωB97M-V with the def2-TZVPD basis set.

CARTESIAN COORDINATES (ANGSTROEM)
1 C -0.77441 3.25840 -0.61202
2 C -0.45464 2.14172 0.35194
3 C -0.54539 0.76817 -0.41646
4 N 0.03659 -0.49068 0.39152
5 C 1.50823 -0.33603 0.78656
6 C 1.98761 -1.44819 1.70587
7 C 1.16329 -1.60826 3.00014
8 C -0.33174 -1.68539 2.66495
9 C -0.80227 -0.60513 1.71759
10 C -0.22388 -1.73448 -0.39457
11 H -1.73651 3.74448 -0.45013
12 H -0.72129 2.95249 -1.65686
13 H 0.04956 3.95833 -0.75093
14 H -1.00483 2.24560 1.28714
15 H 0.54083 2.42848 0.69095
16 H -0.09410 0.71109 -1.40700
17 H -1.54958 0.48251 -0.72965
18 H 1.53568 0.56840 1.39430
19 H 2.15483 -0.10956 -0.06121
20 H 3.06614 -1.31338 1.78775
21 H 1.93577 -2.41812 1.21125
22 H 1.55595 -0.82646 3.65030
23 H 1.62992 -2.43023 3.54301
24 H -0.91892 -1.55490 3.57395
25 H -0.47790 -2.72804 2.38277
26 H -0.73311 0.37347 2.19262
27 H -1.82830 -0.89683 1.49335
28 H 0.24378 -1.73050 -1.37914
29 H -1.29193 -1.90456 -0.53034
30 H 0.16161 -2.58511 0.16751
31 C -1.96012 6.50514 -0.23041
32 O -1.24326 6.40300 -1.24356
33 N -2.93414 7.38391 -0.07237
34 N -1.74106 5.94094 0.92296
35 H -3.07110 8.17256 -0.68830
36 H -3.33231 7.45748 0.85292
37 H -1.00767 5.24809 0.96984
38 H -2.35183 6.10274 1.71093
39 C -4.03490 -3.97512 -1.44032
40 O -2.96041 -3.41756 -1.53635
41 N -4.85107 -3.89455 -0.42509
42 N -4.49234 -4.93565 -2.20447
43 H -4.46767 -3.39975 0.36756
44 H -5.65940 -4.49518 -0.50216
45 H -5.33325 -5.39654 -1.88737
46 H -3.93830 -5.41129 -2.90225
47 C 0.00652 -5.65331 -0.76142
48 O 1.09854 -6.19698 -0.53208
49 N -0.25524 -4.58223 -1.45806
50 N -1.06553 -6.18806 -0.36196
51 H -1.20246 -4.26441 -1.60585
52 H 0.57193 -4.03890 -1.65980
53 H -1.99853 -5.89834 -0.61826
54 H -0.93989 -7.05294 0.14428
55 C 1.46751 4.94365 -3.61828
56 O 2.16171 4.73674 -2.62149
57 N 0.26322 5.26345 -3.51065
58 N 1.76365 4.87093 -4.85881
59 H -0.05888 5.61275 -2.61940
60 H -0.32528 5.35526 -4.32633
61 H 2.74067 4.87324 -5.11476
62 H 1.11859 5.28742 -5.51495
63 C -3.18561 4.60301 -3.30619
64 O -2.33923 4.74408 -4.16490
65 N -3.73191 5.58252 -2.64985
66 N -3.49825 3.41290 -2.95257
67 H -3.42848 6.53759 -2.77585
68 H -4.13783 5.27805 -1.77657
69 H -4.07018 3.22301 -2.14206
70 H -2.75222 2.76219 -3.15285
71 C 3.54409 3.02738 0.47874
72 C 2.55221 4.03339 0.66982
73 C 2.02873 4.23878 1.97166
74 C 2.47605 3.52248 3.04995
75 C 3.50891 2.62053 2.89502
76 C 4.03821 2.39457 1.65116
77 O 5.14551 1.59956 1.52856
78 O 0.93941 5.01874 2.08663
79 H 3.98132 2.96502 -0.50683
80 H 2.12879 4.56857 -0.16727
81 H 2.07559 3.68249 4.04011
82 H 3.80037 2.12505 3.80932
83 H 5.57316 1.45563 2.37591
84 H 0.99257 5.64561 2.81175
85 C 2.12795 -0.64201 -4.55453
86 C 2.92299 -1.19829 -5.53635
87 C 4.00137 -0.44446 -5.99562
88 C 4.24554 0.81905 -5.57696
89 C 3.48351 1.35101 -4.57174
90 C 2.46474 0.61796 -4.00015
91 O 1.78856 1.02375 -2.89000
92 O 4.70085 -0.93137 -7.02320
93 H 1.19268 -1.14485 -4.35748
94 H 2.61696 -2.11580 -6.01689
95 H 4.97961 1.47013 -6.02821
96 H 3.55924 2.37409 -4.23416
97 H 1.80280 1.98038 -2.81090
98 H 4.92218 -0.18436 -7.58409
99 C -3.59758 1.50988 3.00745
100 C -2.95412 0.64967 3.79119
101 C -1.98632 1.19509 4.68621
102 C -1.72682 2.53432 4.71691
103 C -2.50337 3.34571 3.92477
104 C -3.48688 2.87883 3.09142
105 O -4.25072 3.80700 2.43065
106 O -1.39099 0.30828 5.49734
107 H -4.31943 0.96153 2.42038
108 H -3.29357 -0.37542 3.81062
109 H -0.86065 2.85616 5.27598
110 H -2.41295 4.42066 3.97689
111 H -4.06715 4.65912 2.83288
112 H -2.02347 -0.36637 5.75504
113 C -1.11380 -1.40109 -5.69185
114 C -1.68044 -0.92948 -4.47684
115 C -1.70527 0.46954 -4.23370
116 C -1.09175 1.41746 -5.06172
117 C -0.53782 0.94350 -6.26082
118 C -0.56171 -0.41880 -6.54200
119 O -0.08021 -0.82455 -7.80294
120 O -2.22406 0.90290 -3.11141
121 H -1.17517 -2.46655 -5.85746
122 H -2.02361 -1.64009 -3.73949
123 H -0.97936 2.44117 -4.73644
124 H -0.03693 1.69326 -6.85526
125 H 0.45501 -0.17110 -8.25918
126 H -3.09008 0.51587 -2.96377
127 C 6.20270 -4.52811 -0.68624
128 C 5.47306 -3.48135 0.09726
129 N 4.97410 -2.68285 0.74256
130 H 6.19361 -5.49697 -0.18689
131 H 7.12577 -4.07467 -1.04739
132 H 5.56943 -4.60824 -1.56977
133 C 4.43052 -0.76268 -1.87704
134 C 3.39595 -1.79595 -2.01284
135 N 2.67960 -2.71829 -2.00186
136 H 4.92799 -0.65102 -2.84045
137 H 5.07372 -1.23094 -1.13198
138 H 4.16654 0.18852 -1.41486
139 C 3.09852 -5.83587 6.23416
140 C 3.56988 -4.70226 5.40448
141 N 3.96572 -3.82518 4.75567
142 H 3.82194 -5.94410 7.04229
143 H 2.90061 -6.70139 5.60187
144 H 2.13013 -5.61724 6.68419
145 C -2.35170 -4.75690 2.30349
146 C -2.66666 -4.98387 3.66877
147 N -2.77009 -5.24958 4.75896
148 H -2.89109 -5.57219 1.82135
149 H -1.28156 -4.87015 2.13003
150 H -2.70729 -3.78779 1.95353
151 C -5.31669 -2.65365 4.02869
152 C -4.86882 -2.25075 2.69609
153 N -4.42520 -1.89187 1.70839
154 H -4.48696 -3.09302 4.58242
155 H -6.22188 -3.26088 4.03128
156 H -5.61889 -1.78479 4.61339
157 C 0.68461 -3.06341 8.72639
158 C 0.67812 -3.22051 7.28589
159 N 0.73641 -3.28382 6.14448
160 H 1.64868 -3.25629 9.19700
161 H 0.17378 -3.95104 9.09958
162 H 0.20579 -2.11760 8.97989

The energy comes out at -105122.253 eV. The charge is +1. The calculation puts the LUMO energy at -1.766 eV. Its largest force on an atom is 7.707 eV Å⁻¹. The orbital gap is 7.63 eV. The calculation puts the HOMO energy at -9.40 eV.


Q: What is the charge in the second record?
A: +1